{
  "formula": "C7H7BeN2O6",
  "method": "ωB97M-V/def2-TZVPD",
  "species": ["O", "C", "Be", "C", "O", "C", "O", "C", "O", "C", "O", "H", "C", "N", "C", "N", "O", "H", "H", "H", "H", "H", "H"],
  "positions_angstrom": [[0.485204, -2.741925, 2.082317], [-0.063178, -2.295565, 1.192574], [-0.621502, -0.758445, -0.496167], [-1.567113, 0.035929, -1.736489], [-2.113729, 0.613363, -2.576619], [-2.114270, -2.523952, -0.905992], [-2.866911, -2.563889, -1.811103], [-2.356550, -0.635169, 0.833902], [-3.090356, -0.159438, 1.564539], [0.296471, -1.883689, -1.521234], [1.005418, -2.383549, -2.287084], [-1.849216, -3.249813, -0.029399], [1.042398, 2.277018, 2.052010], [1.639513, 2.080381, 0.742275], [1.193269, 1.161582, -0.096197], [1.717373, 1.049476, -1.317414], [0.223276, 0.373532, 0.290294], [0.234442, 1.546763, 2.166309], [0.645384, 3.297996, 2.106522], [1.812995, 2.121060, 2.815530], [2.402345, 2.668514, 0.419081], [1.451261, 0.320003, -1.966539], [2.493478, 1.649817, -1.521114]],
  "forces_ev_per_angstrom": [[-1.0, 0.8, -1.6], [1.3, -0.9, 2.2], [-0.3, -1.3, -0.3], [-1.5, 2.4, -3.7], [1.5, -2.3, 3.0], [2.7, 0.8, -0.4], [-0.8, -0.9, 0.4], [-1.7, 1.8, 3.0], [1.2, -1.1, -1.7], [2.1, 0.6, -2.2], [-2.1, 0.2, 1.8], [-1.4, 0.2, -0.6], [0.1, 0.3, 0.3], [0.2, -0.1, -0.6], [-1.6, -1.5, 0.4], [0.2, 0.2, 0.1], [1.0, 0.7, -0.3], [0.3, 0.4, 0.1], [0.1, -0.3, 0.2], [-0.3, 0.1, -0.1], [-0.3, -0.1, 0.4], [0.1, 0.3, 0.3], [0.2, -0.1, -0.5]],
  "mulliken_charge": [-0.183, 0.135, 0.557, 0.491, -0.304, -0.053, -0.386, 0.196, -0.161, 0.122, -0.279, 0.191, -0.760, -0.251, 0.969, -0.350, -0.333, 0.259, 0.309, 0.310, 0.186, 0.131, 0.204],
  "de_lowest_kj_mol": 121.8,
  "largest_force_ev_per_a": 4.684,
  "e_homo_ev": [-10.47, -10.47],
  "orbital_gap_ev": [5.93, 5.92],
  "e_tot_ha": -846.3769,
  "charge": 1,
  "lumo_energy_ev": [-4.54, -4.54],
  "molar_mass_g_mol": 224.15
}

---

{
  "formula": "C30H48N7PSSeTi",
  "method": "ωB97M-V/def2-TZVPD",
  "species": ["Ti", "N", "C", "S", "N", "N", "C", "C", "C", "C", "C", "C", "N", "H", "H", "H", "H", "H", "H", "H", "C", "N", "C", "C", "C", "C", "C", "C", "C", "C", "H", "H", "H", "H", "H", "H", "H", "H", "H", "H", "H", "H", "C", "C", "C", "P", "C", "C", "C", "C", "C", "C", "H", "H", "H", "H", "H", "H", "H", "H", "H", "H", "H", "H", "H", "H", "H", "H", "H", "H", "H", "H", "H", "C", "N", "C", "C", "N", "C", "C", "Se", "H", "H", "H", "H", "H", "H", "H", "H"],
  "positions_angstrom": [[0.198132, -0.223535, -0.715459], [-2.741332, 0.208123, -4.026051], [-1.993321, 0.280393, -2.878700], [-0.242259, 0.165655, -3.047811], [-2.584515, 0.403626, -1.742173], [-1.686833, 0.326385, -0.683845], [-2.162472, 0.756569, 0.502416], [-1.398158, 0.766628, 1.625799], [-1.931125, 0.948643, 2.946878], [-1.294238, 0.438913, 4.018247], [-0.139104, -0.400333, 3.773157], [0.434972, -0.479988, 2.572629], [0.026638, 0.416097, 1.480082], [-2.280157, 0.504229, -4.870641], [-3.697275, 0.515893, -3.930828], [-3.197015, 1.085719, 0.545696], [-2.886060, 1.452278, 3.048704], [-1.686412, 0.548632, 5.018347], [0.238527, -1.035447, 4.564887], [1.261866, -1.138707, 2.376640], [3.092813, -1.266316, -1.483520], [2.455664, -0.036633, -0.975481], [2.944777, 1.105214, -1.776397], [2.799160, 0.114651, 0.459438], [2.278134, 1.385526, 1.093805], [3.172190, 2.442729, 1.237650], [2.790921, 3.648780, 1.798571], [1.485867, 3.804661, 2.238671], [0.582994, 2.763372, 2.118408], [0.961823, 1.556986, 1.543042], [4.177033, -1.217506, -1.337443], [2.889044, -1.373547, -2.546462], [2.708728, -2.142284, -0.958613], [4.032298, 1.196988, -1.668186], [2.458251, 2.025821, -1.467618], [2.702530, 0.930082, -2.822615], [3.887899, 0.084256, 0.587122], [2.417457, -0.775146, 0.962954], [4.193919, 2.308047, 0.901097], [3.509048, 4.452126, 1.902283], [1.165885, 4.737264, 2.686067], [-0.426985, 2.889589, 2.477867], [1.170915, -3.717610, 1.531762], [0.385186, -4.200460, 0.314122], [-0.415977, -5.453564, 0.692094], [-0.571444, -2.853187, -0.536311], [-0.656144, -3.485544, -2.285564], [-1.052579, -4.954235, -2.486189], [0.693650, -3.284303, -2.986068], [-2.313694, -2.772496, 0.120784], [-3.330873, -3.801808, -0.368612], [-2.337403, -2.678842, 1.648843], [1.763168, -4.540037, 1.937707], [0.502054, -3.371319, 2.320721], [1.863071, -2.910405, 1.280927], [1.109682, -4.478826, -0.457851], [-0.925602, -5.310712, 1.644422], [0.267967, -6.295406, 0.815498], [-1.156220, -5.735615, -0.051344], [-1.391392, -2.831890, -2.766071], [-0.267394, -5.619380, -2.122228], [-1.152499, -5.136147, -3.557885], [-1.989734, -5.239754, -2.017995], [1.467436, -3.917633, -2.546228], [1.019546, -2.246896, -2.967354], [0.599527, -3.569562, -4.035169], [-2.636132, -1.807714, -0.271880], [-3.115486, -4.806632, -0.003351], [-3.415451, -3.822257, -1.452899], [-4.309976, -3.518889, 0.024595], [-2.216326, -3.657913, 2.111527], [-3.305538, -2.285715, 1.965725], [-1.572228, -2.009103, 2.040743], [-2.331004, 4.505215, 0.374483], [-1.051876, 5.174983, 0.220180], [-0.696233, 6.373821, 0.809736], [0.536308, 6.682866, 0.362211], [0.917585, 5.671170, -0.498919], [2.174749, 5.601784, -1.220659], [-0.054617, 4.733803, -0.579212], [-0.048213, 3.199434, -1.615332], [-3.046181, 5.212909, 0.785542], [-2.233422, 3.644381, 1.035745], [-2.669527, 4.153255, -0.597616], [-1.351618, 6.900032, 1.480230], [1.165184, 7.530926, 0.566046], [2.664961, 6.570094, -1.155735], [1.978631, 5.353045, -2.261231], [2.815874, 4.831688, -0.790548]],
  "forces_ev_per_angstrom": [[-0.3, -0.2, -0.5], [0.1, 0.0, 0.0], [0.0, 0.0, 0.0], [0.0, -0.1, 0.1], [0.1, 0.0, 0.1], [0.2, 0.1, 0.1], [0.0, 0.1, 0.0], [0.0, 0.0, 0.1], [0.0, 0.0, 0.0], [0.0, 0.0, 0.0], [-0.1, 0.0, 0.1], [-0.1, 0.1, 0.0], [0.1, 0.0, 0.1], [0.0, 0.0, 0.0], [0.0, 0.0, 0.0], [0.0, -0.1, 0.0], [0.0, 0.0, 0.0], [0.0, 0.0, 0.0], [0.0, 0.0, 0.0], [0.0, 0.0, 0.0], [0.0, 0.0, 0.1], [-0.1, 0.1, 0.0], [0.0, 0.0, 0.0], [0.1, 0.1, 0.1], [0.0, -0.1, 0.0], [0.0, 0.0, 0.0], [0.0, 0.0, 0.0], [0.1, 0.0, 0.0], [-0.1, -0.1, -0.1], [0.1, 0.1, 0.0], [0.0, 0.0, 0.0], [0.0, 0.0, 0.0], [0.0, 0.0, 0.0], [0.0, 0.0, 0.0], [0.0, 0.0, 0.0], [0.0, 0.0, 0.0], [0.0, 0.0, -0.1], [0.0, 0.0, 0.0], [0.0, 0.0, 0.0], [0.0, 0.0, 0.0], [0.0, 0.0, 0.0], [0.0, 0.0, 0.0], [0.0, 0.0, 0.0], [0.0, 0.0, 0.1], [0.0, 0.0, 0.0], [-0.1, -0.1, -0.1], [0.1, 0.0, 0.0], [0.0, 0.0, 0.0], [-0.1, 0.1, 0.0], [0.0, 0.0, -0.1], [0.0, 0.0, 0.1], [0.0, 0.1, 0.0], [0.0, 0.0, 0.0], [0.0, 0.0, 0.0], [0.0, 0.0, 0.0], [0.0, 0.0, 0.0], [0.0, 0.0, 0.0], [0.0, 0.0, 0.0], [0.1, 0.0, 0.1], [0.0, 0.0, 0.0], [0.0, 0.0, 0.0], [0.0, 0.0, 0.0], [0.0, 0.0, 0.0], [0.0, 0.0, 0.0], [-0.1, -0.1, 0.0], [0.0, 0.0, 0.0], [0.0, 0.0, 0.0], [0.0, 0.0, 0.0], [0.0, 0.0, 0.0], [0.0, 0.0, 0.0], [0.0, 0.0, 0.0], [0.0, 0.0, 0.0], [0.0, 0.0, 0.0], [0.0, 0.0, 0.0], [-0.1, 0.0, 0.0], [0.0, 0.0, 0.0], [0.0, -0.1, -0.1], [0.0, 0.0, 0.0], [0.0, 0.0, 0.0], [0.0, 0.1, 0.0], [0.0, 0.0, 0.1], [0.0, 0.0, 0.0], [0.0, 0.0, 0.0], [0.0, 0.0, 0.0], [0.0, 0.0, 0.0], [0.0, 0.0, 0.0], [0.0, 0.0, 0.0], [0.0, 0.0, 0.0], [0.0, 0.0, 0.0]],
  "mulliken_charge": [-0.101, -0.535, 0.598, -0.610, -1.572, 1.738, -2.322, 1.567, -0.940, -1.222, -0.783, -0.970, 2.317, 0.246, 0.248, 0.405, 0.565, 0.489, 0.535, 0.388, -1.328, 0.618, -0.965, -0.576, 0.111, -0.634, -1.236, -0.868, -0.281, 1.124, 0.389, 0.405, 0.320, 0.342, 0.088, 0.378, 0.862, -0.947, 0.417, 0.437, 0.458, 0.590, -1.190, 0.651, -1.756, 0.993, 0.533, -1.897, -1.135, 1.244, -1.803, -1.441, 0.606, 0.263, -0.054, 0.579, 0.370, 0.419, 0.297, 0.391, 0.352, 0.508, 0.335, 0.318, -0.234, 0.549, -0.072, 0.312, 0.400, 0.467, 0.313, 0.462, 0.101, -0.784, 0.331, -0.501, -0.471, 0.390, -0.829, -0.547, 0.063, 0.401, 0.148, 0.357, 0.455, 0.463, 0.323, 0.369, 0.206],
  "de_lowest_kj_mol": 95.8,
  "largest_force_ev_per_a": 0.595,
  "e_homo_ev": [-9.31, -9.32],
  "orbital_gap_ev": [6.61, 6.99],
  "e_tot_ha": -5545.5147,
  "multiplicity": 2,
  "charge": 1,
  "lumo_energy_ev": [-2.70, -2.33],
  "molar_mass_g_mol": 696.63
}

---

{
  "formula": "C30H29F3N2O3S",
  "method": "ωB97M-V/def2-TZVPD",
  "species": ["C", "C", "C", "C", "C", "C", "N", "C", "C", "C", "C", "C", "C", "C", "C", "C", "C", "O", "N", "C", "C", "C", "C", "C", "C", "H", "H", "H", "H", "H", "H", "H", "H", "H", "H", "H", "H", "H", "H", "H", "H", "H", "H", "H", "H", "H", "H", "H", "F", "C", "F", "F", "S", "C", "C", "C", "C", "C", "C", "C", "O", "O", "H", "H", "H", "H", "H", "H"],
  "positions_angstrom": [[6.502825, 0.072877, 1.989687], [5.014846, 0.163443, 2.176744], [4.374106, 1.396921, 2.033773], [2.996599, 1.522213, 2.240102], [2.309474, 2.834751, 2.047059], [2.276316, 0.383564, 2.593513], [0.882789, 0.511623, 2.887844], [-0.128935, 0.598777, 1.974132], [0.097650, 0.366280, 0.531871], [-0.847253, 0.939656, -0.369775], [-1.094475, 0.495241, -1.797678], [-2.055566, 1.531515, -2.444220], [-1.935073, 1.881339, -3.787293], [-2.850281, 2.774082, -4.352587], [-3.743787, 3.467567, -3.535546], [-3.822248, 3.161375, -2.172149], [-3.047230, 2.113791, -1.654854], [1.116572, -0.291643, 0.192807], [-1.270507, 0.768765, 2.672369], [-2.609545, 0.925507, 2.133868], [-0.971260, 0.877374, 4.028547], [0.356610, 0.713449, 4.166907], [2.873136, -0.872404, 2.692151], [2.045539, -2.087623, 2.950843], [4.254142, -0.968348, 2.488459], [6.851681, -0.943983, 2.194002], [6.789038, 0.338016, 0.963051], [7.029155, 0.763697, 2.662342], [4.944457, 2.285689, 1.752855], [1.733473, 3.145994, 2.927292], [3.070176, 3.598103, 1.855385], [1.635431, 2.822749, 1.178413], [-1.219646, 1.924357, -0.060866], [-0.127783, 0.521440, -2.337112], [-1.134758, 1.445415, -4.384632], [-2.835779, 2.923156, -5.429784], [-4.409970, 4.223811, -3.957697], [-4.494363, 3.703048, -1.504332], [-3.207059, 1.778555, -0.619817], [-3.332415, 0.645338, 2.908285], [-2.796400, 1.971818, 1.850895], [-2.746879, 0.278201, 1.260091], [-1.736133, 1.072508, 4.761520], [0.975485, 0.746503, 5.044133], [2.708022, -2.956444, 3.021022], [1.474644, -2.015353, 3.884425], [1.342117, -2.273861, 2.126908], [4.733615, -1.947876, 2.566690], [-3.818149, -0.606600, -5.536814], [-3.738512, -1.201009, -4.335664], [-4.316155, -0.392287, -3.409953], [-4.403556, -2.360736, -4.360613], [-1.878889, -1.518026, -3.870323], [-1.641958, -0.821354, -1.891304], [-0.848578, -1.962406, -1.326341], [-1.267140, -2.587255, -0.148784], [-0.633903, -3.754833, 0.280766], [0.442150, -4.266256, -0.448852], [0.941277, -3.577150, -1.560204], [0.319449, -2.399615, -1.974289], [-1.728853, -2.952437, -3.909340], [-1.022767, -0.701491, -4.709662], [-2.715819, -0.871176, -1.652078], [-2.120807, -2.160012, 0.394666], [-1.001611, -4.252951, 1.182257], [0.919939, -5.194829, -0.143087], [1.800106, -3.934926, -2.130109], [0.743220, -1.815622, -2.799912]],
  "forces_ev_per_angstrom": [[0.2, -0.1, -0.1], [-0.2, 0.1, 0.0], [-0.4, -0.2, 0.1], [0.3, -0.3, 0.0], [0.1, 0.5, -0.2], [0.9, -0.2, 0.0], [-1.4, 0.4, 0.1], [0.8, -0.2, 1.3], [-0.4, 0.7, -3.1], [0.5, -0.5, 2.1], [1.4, 3.8, -0.8], [0.6, -0.4, 0.3], [-0.2, 0.3, 0.1], [0.2, 0.0, 0.2], [-0.2, -0.1, 0.1], [0.1, -0.5, -0.1], [-0.4, 0.6, -0.2], [-0.5, -0.4, 0.8], [0.5, 0.3, 0.1], [-0.6, 0.1, 0.0], [-0.2, -0.1, -0.4], [0.3, -0.1, -0.8], [0.2, 0.3, -0.1], [0.0, -0.5, 0.0], [-0.2, 0.4, 0.0], [0.0, 0.2, -0.1], [-0.1, -0.1, 0.2], [-0.1, -0.2, -0.1], [-0.1, -0.3, 0.1], [0.1, -0.1, -0.1], [-0.2, 0.0, 0.1], [0.1, -0.1, 0.2], [-0.4, -0.7, -0.1], [-0.3, 0.0, -0.1], [-0.4, 0.2, 0.2], [0.0, 0.2, 0.2], [0.3, -0.2, 0.1], [0.0, -0.2, -0.3], [0.2, 0.3, -0.6], [0.2, 0.0, -0.1], [0.1, -0.4, 0.0], [0.2, 0.3, 0.2], [0.0, -0.1, -0.1], [0.1, -0.1, 0.0], [-0.2, 0.1, 0.1], [0.1, 0.0, -0.1], [0.1, 0.2, 0.1], [-0.1, 0.3, 0.0], [0.0, -0.4, 0.8], [0.0, 0.4, 0.1], [0.4, -0.6, -0.7], [0.3, 0.7, 0.0], [1.0, 0.8, 1.2], [-1.7, -3.7, -1.2], [0.4, 0.0, 0.2], [-0.2, -0.2, -0.5], [0.1, 0.2, 0.0], [0.1, 0.1, 0.0], [-0.3, 0.4, 0.1], [-0.1, -0.1, 0.4], [-0.5, 0.5, -0.1], [-0.7, -0.6, 0.0], [0.4, 0.0, 0.5], [0.3, -0.3, -0.2], [0.2, 0.1, -0.3], [-0.1, 0.2, 0.0], [-0.2, 0.0, 0.3], [-0.3, -0.3, 0.2]],
  "mulliken_charge": [-1.433, 0.724, -1.227, 1.532, -1.392, -0.353, 0.943, -0.028, 0.969, -2.256, 1.491, -0.522, 0.014, -0.878, -0.481, -0.879, 0.115, -0.792, 0.095, -0.795, -0.849, -0.513, 0.889, -1.268, -1.282, 0.360, 0.313, 0.340, 0.373, 0.279, 0.450, 0.220, 1.059, 0.625, 0.438, 0.430, 0.373, 0.376, 0.261, 0.403, 0.294, 0.271, 0.490, 0.540, 0.438, 0.283, 0.123, 0.271, -0.222, 0.669, -0.215, -0.222, 1.185, -1.789, 0.080, 0.236, -0.910, -0.542, -1.054, 0.421, -0.618, -0.651, 0.917, 0.291, 0.404, 0.409, 0.419, 0.361],
  "largest_force_ev_per_a": 4.265,
  "e_homo_ev": -6.86,
  "orbital_gap_ev": 7.12,
  "e_tot_ha": -2193.5113,
  "lumo_energy_ev": 0.25,
  "molar_mass_g_mol": 554.63
}